A.
18
Properties=species:S:1:pos:R:3 method="wB97M-V/def2-TZVPD" gap_ev=9.3600 homo_energy_ev=-8.44 lumo_energy_ev=0.919
C -0.4962 0.4148 -1.3695
C 0.3800 0.9766 -0.3032
C -0.6544 0.0169 0.1557
C -0.4995 -1.4890 0.4097
C -1.7878 0.5052 1.0293
N 2.3599 0.5832 -0.6934
S 3.0896 -0.3989 0.4391
H -1.3458 0.8873 -1.7761
H 0.0043 -0.4327 -1.8582
H 0.4894 2.0451 -0.0498
H -0.2942 -1.8005 1.3902
H 0.3303 -1.6976 -0.1993
H -1.5414 -1.8864 0.1028
H -1.7277 0.1289 2.1232
H -2.8348 0.1225 0.6953
H -1.7779 1.5632 1.1104
H 2.2127 0.0825 -1.5763
H 4.0937 0.3787 0.3704



B.
18
Properties=species:S:1:pos:R:3 method="wB97M-V/def2-TZVPD" gap_ev="7.5748 / 8.6031" homo_energy_ev="-7.03 / -7.84" lumo_energy_ev="0.550 / 0.760"
C -0.9530 0.2805 0.6963
C -1.7653 0.8588 1.9359
C -1.6513 -0.8653 0.1004
C 2.6203 0.2230 -0.6868
C 1.3876 -0.5428 -1.0637
N 0.2537 0.5888 0.5721
S 0.5727 -0.3258 -2.5854
H -1.5711 1.9489 1.8865
H -2.7789 0.5734 1.8742
H -1.2909 0.5454 2.8704
H -2.2190 -0.5771 -0.7189
H -2.5170 -1.3497 0.7164
H -0.9350 -1.6317 -0.3296
H 2.8368 1.0591 -1.2591
H 3.4116 -0.6217 -0.6313
H 2.4394 0.4762 0.3017
H 0.9729 -1.4979 -0.6970
H 1.1865 0.8579 -2.9820



Stability check: which of them is least stable? A.



A.
12
Properties=species:S:1:pos:R:3 method="wB97M-V/def2-TZVPD" gap_ev=11.2066 homo_energy_ev=-10.19 smiles=CC(C)O lumo_energy_ev=1.019
C 1.0052 0.1054 0.8667
C 0.0734 -0.6256 -0.1541
C -0.5523 0.6806 -0.6536
O -0.9703 -1.5028 0.3067
H 2.0426 -0.0894 0.6268
H 0.9276 1.2209 0.8249
H 0.7269 -0.1365 1.8844
H 0.5290 -1.1521 -1.0200
H 0.1697 1.3954 -1.0855
H -1.2717 0.3666 -1.3831
H -1.0366 1.2044 0.1876
H -1.6433 -1.4670 -0.4008



B.
12
Properties=species:S:1:pos:R:3 method="wB97M-V/def2-TZVPD" gap_ev=9.6275 homo_energy_ev=-8.85 smiles="C=CO.C" lumo_energy_ev=0.776
C -1.7425 -0.9362 -1.2261
H -1.0301 -1.5949 -1.7584
H -1.2089 -0.1777 -0.5533
H -2.3848 -1.6128 -0.5829
H -2.3684 -0.3773 -2.0195
C 0.3503 1.1628 1.0821
C 1.3014 0.2779 0.7502
O 2.5437 0.6740 0.9332
H -0.6705 0.9580 1.1630
H 0.6381 2.1206 1.2746
H 1.2493 -0.7987 0.4622
H 3.3223 0.3044 0.4749



C.
12
Properties=species:S:1:pos:R:3 method="wB97M-V/def2-TZVPD" gap_ev=10.5419 homo_energy_ev=-9.71 smiles="C=CC.O" lumo_energy_ev=0.833
C -0.7271 1.2437 1.2684
C -1.1590 0.0110 0.9888
C -0.3914 -1.2451 1.2742
H -1.3339 2.1263 1.0360
H 0.2491 1.4062 1.7393
H -2.1433 -0.1068 0.5168
H 0.5763 -1.0049 1.7459
H -0.1994 -1.7973 0.3389
H -0.9632 -1.8966 1.9563
O 2.1492 0.0386 -3.6446
H 1.6058 0.4588 -2.9401
H 2.3370 0.7661 -4.2800



D.
12
Properties=species:S:1:pos:R:3 method="wB97M-V/def2-TZVPD" gap_ev=10.7042 homo_energy_ev=-9.65 smiles="[H][H].CCC=O" lumo_energy_ev=1.054
C -0.8759 -0.9428 0.8143
C -0.4222 0.4789 -0.7345
C 0.4369 -0.4639 -0.0516
O -0.4244 1.6711 -0.5752
H -1.9285 -0.9409 0.4564
H -0.6256 -1.9679 0.9847
H -0.9064 -0.3826 1.7414
H -1.1738 0.0285 -1.3889
H 0.8257 -1.2905 -0.6599
H 2.3087 1.8583 -0.5387
H 1.2303 -0.0294 0.5690
H 1.5773 2.0369 -0.5556



Stability check: which of them is least stable? D.



A.
12
Properties=species:S:1:pos:R:3 method="wB97M-V/def2-TZVPD" gap_ev=9.5714 homo_energy_ev=-8.71 lumo_energy_ev=0.859
C 1.3681 0.9958 0.1972
C -0.0905 0.7399 -0.1304
C -0.8302 -1.7335 0.4163
O -1.7403 -1.7240 -0.5425
H 1.4908 1.1875 1.2681
H 1.7421 1.8591 -0.3565
H 1.9956 0.1320 -0.0557
H -0.7467 1.5896 0.0747
H -0.2487 0.4105 -1.1638
H -0.4686 -0.0399 0.5547
H 0.1273 -1.8382 -0.1447
H -2.5989 -1.5788 -0.1175



B.
12
Properties=species:S:1:pos:R:3 method="wB97M-V/def2-TZVPD" gap_ev=11.3267 homo_energy_ev=-10.29 smiles=CCCO lumo_energy_ev=1.032
C 1.2811 -0.5781 -0.1152
C 0.3064 0.5013 0.3520
C -1.0834 0.4146 -0.3954
H 0.8660 -1.6072 0.1300
H 1.4571 -0.6683 -1.1187
H 2.3060 -0.4055 0.2549
H 0.2148 0.5256 1.4275
H 0.9170 1.3954 0.0466
H -0.7310 0.2175 -1.3783
H -1.5966 1.4363 -0.3141
H -2.0262 -0.5475 1.0422
O -1.9110 -0.6841 0.0686



C.
12
Properties=species:S:1:pos:R:3 method="wB97M-V/def2-TZVPD" gap_ev=10.9587 homo_energy_ev=-10.04 lumo_energy_ev=0.918
C -0.6701 1.2060 -0.8427
C -0.2613 0.4293 0.3685
C 0.5353 -0.7895 0.0217
H 0.3274 1.4016 -1.3414
H -1.3524 2.0145 -0.6174
H -1.5536 0.2778 -1.5683
H -1.1314 0.1947 0.9553
H 0.3001 1.1973 1.1370
H 0.0835 -1.7337 -0.2775
H 1.4324 -0.5908 -0.4973
H 1.5164 -2.2157 1.2787
O 0.7736 -1.3917 1.3833



Stability check: which of them is least stable? A.